{
  "formula": "C6H8N2OS",
  "method": "the ωB97M-V functional and the def2-TZVPD basis",
  "species": ["H", "H", "C", "N", "N", "H", "O", "C", "H", "H", "S", "H", "C", "H", "C", "C", "C", "H"],
  "coordinates": [[-2.761, -2.129, -0.157], [-1.584, -3.393, -0.346], [0.317, 0.647, -0.157], [-0.672, -1.492, 0.030], [1.647, 0.482, -0.007], [1.998, 2.384, 0.696], [3.948, -0.173, 0.592], [-1.762, -2.428, 0.110], [-4.183, 1.200, -0.548], [0.107, 1.754, 0.045], [2.718, -0.843, 0.050], [2.179, 2.324, -0.907], [-3.158, 0.873, -0.516], [-1.740, -2.506, 1.213], [-0.759, -0.264, -0.084], [2.405, 1.731, -0.028], [-2.109, 0.456, -0.086], [3.408, 1.376, 0.100]],
  "atomic_forces_ev_per_a": [[-0.340, 0.784, -0.381], [0.588, -0.005, -0.029], [1.048, 2.542, 1.257], [1.207, -2.914, -1.465], [-0.663, -0.335, -0.807], [0.175, 0.406, 1.641], [0.102, -1.666, -0.230], [0.390, 0.473, 2.064], [0.431, 0.016, -0.341], [-0.334, -1.834, -0.788], [-0.273, 0.487, 0.643], [0.336, -0.532, -0.830], [-0.446, 0.014, 1.137], [-0.680, -0.966, -0.237], [-2.545, 2.795, 0.334], [-0.759, 0.251, -0.718], [1.134, -0.836, -1.313], [0.628, 1.320, 0.063]],
  "homo_ev": [-8.15, -7.47],
  "multiplicity": 1,
  "e_above_lowest_kcal_mol": 143.09,
  "e_tot_ha": -816.15708
}

{
  "formula": "C15H24N3",
  "method": "the ωB97M-V functional and the def2-TZVPD basis",
  "species": ["H", "C", "C", "C", "N", "H", "C", "H", "N", "H", "C", "H", "C", "C", "C", "H", "H", "H", "C", "H", "H", "C", "H", "N", "H", "C", "H", "C", "C", "H", "C", "H", "H", "H", "H", "H", "C", "H", "H", "H", "H", "H"],
  "coordinates": [[2.134, 1.158, 3.065], [1.514, 0.292, 3.419], [4.910, -1.028, -0.532], [-3.722, 0.811, -1.558], [-2.457, 0.122, -1.385], [3.228, 1.488, 1.055], [0.913, 0.685, -0.088], [-0.781, 0.248, 1.340], [0.152, 0.649, 1.409], [1.042, 1.792, -0.239], [-4.763, -0.285, -1.802], [-3.971, 1.386, -0.650], [-1.312, 0.770, -1.150], [4.664, 0.089, 0.286], [2.508, -1.164, -0.964], [-0.081, 2.816, 1.220], [-2.239, -1.788, -0.460], [-4.128, -2.234, -2.557], [-4.031, -1.640, -1.646], [0.662, 2.239, 2.740], [-3.613, 1.528, -2.391], [-0.138, 0.102, -0.960], [0.834, 0.559, 4.261], [0.753, -0.292, 2.305], [-5.138, -0.173, -2.819], [-2.555, -1.327, -1.402], [-5.609, -0.204, -1.114], [3.360, 0.553, 0.492], [2.273, -0.065, -0.124], [5.923, -1.421, -0.669], [3.827, -1.632, -1.185], [5.513, 0.592, 0.750], [3.986, -2.479, -1.863], [1.714, -1.626, -1.545], [-1.373, 1.870, -1.021], [1.307, -0.985, 1.791], [-0.077, 2.008, 1.980], [-0.011, -0.949, -1.251], [-4.491, -2.217, -0.835], [2.245, -0.476, 3.769], [-1.074, 1.978, 2.502], [-1.898, -1.750, -2.175]],
  "atomic_forces_ev_per_a": [[-0.381, -0.680, 0.673], [0.812, -0.191, -0.060], [-0.667, 0.150, 0.036], [-0.189, 0.665, 0.053], [-0.125, 0.056, -0.145], [-0.033, -0.495, -0.171], [-0.526, -0.124, -0.653], [0.120, 0.057, -1.186], [1.239, 0.010, 0.027], [0.038, -1.087, 0.237], [0.026, 0.047, -0.371], [0.140, -0.081, -0.230], [0.437, -0.433, 0.385], [0.024, -0.450, -0.023], [0.817, -0.046, -0.227], [-0.028, -0.870, 0.266], [0.264, 0.342, 0.144], [-0.105, 0.033, 0.133], [-0.455, -0.042, -0.265], [-0.042, 0.121, -0.308], [-0.346, -0.302, 0.285], [0.506, 0.094, -0.192], [0.644, -0.043, -0.632], [0.428, -0.328, 1.466], [-0.171, -0.110, 0.102], [0.032, -0.335, -0.070], [0.200, 0.040, -0.189], [0.842, 0.297, -0.111], [-0.700, 0.796, -0.215], [-0.406, 0.298, 0.015], [-0.495, 0.174, 0.504], [-0.324, -0.059, -0.058], [-0.075, 0.406, 0.326], [0.165, 0.094, 0.251], [-0.081, -0.710, -0.006], [-0.296, 0.682, -0.102], [-1.196, 0.491, 0.794], [-0.456, 0.626, 0.400], [0.361, 0.105, -0.149], [-0.746, 0.493, -0.231], [0.971, 0.196, -0.549], [-0.225, 0.112, 0.044]],
  "smiles": "CN[N@@H+](C)[C@H](/C=C/N1CCCC1)c1ccccc1",
  "homo_ev": -11.00,
  "multiplicity": 1,
  "total_charge": 1,
  "e_above_lowest_kcal_mol": 9.96,
  "e_tot_ha": -749.90453
}

{
  "formula": "C2H8NS",
  "method": "the ωB97M-V functional and the def2-TZVPD basis",
  "species": ["S", "H", "H", "C", "H", "N", "C", "H", "H", "H", "H", "H"],
  "coordinates": [[1.473, -0.285, 0.257], [-2.252, 0.503, 0.437], [2.038, 0.866, 0.689], [-0.245, -0.048, 0.989], [-1.926, -0.886, -1.214], [-1.309, -0.111, -1.343], [-1.193, 0.631, -0.017], [-0.173, 0.588, 2.000], [-1.780, 0.529, -2.024], [-0.285, -0.456, -1.498], [-0.926, 1.715, -0.051], [-0.474, -1.016, 1.118]],
  "atomic_forces_ev_per_a": [[-0.270, 0.395, 0.712], [1.736, 0.692, -0.438], [0.146, 0.101, 0.020], [1.772, 4.258, 0.479], [-0.503, -1.153, -0.033], [2.593, 1.433, 0.897], [-2.086, 0.263, 1.862], [-0.152, -1.533, -2.261], [1.061, -0.617, -0.133], [-2.651, 0.668, -1.290], [-0.457, -0.906, -0.849], [-1.190, -3.600, 1.033]],
  "homo_ev": [-22.53, -22.72],
  "multiplicity": 2,
  "total_charge": 2,
  "e_above_lowest_kcal_mol": 15.36,
  "e_tot_ha": -533.13904,
  "s2": 0.753
}

{
  "formula": "CH7N6",
  "method": "the ωB97M-V functional and the def2-TZVPD basis",
  "species": ["N", "N", "C", "N", "N", "H", "H", "N", "H", "H", "N", "H", "H", "H"],
  "coordinates": [[3.818, 0.537, -0.940], [2.049, -2.077, 0.330], [0.982, -1.398, 0.227], [-0.026, -0.789, 0.013], [-1.908, 0.706, -0.471], [-2.610, 0.104, -0.852], [1.796, 2.128, 0.630], [2.268, 1.206, 0.624], [-1.757, 1.590, -0.939], [2.855, -1.779, 0.756], [3.052, 0.849, -0.178], [-1.127, 0.058, -0.378], [1.889, -3.091, 0.213], [-1.996, 0.804, 0.475]],
  "atomic_forces_ev_per_a": [[-0.056, -0.610, 0.213], [-0.945, -3.412, -0.993], [-5.633, 3.892, -1.301], [4.777, -3.412, 1.310], [-1.105, 0.673, -2.164], [-1.121, 0.197, -0.411], [1.038, -0.762, -0.627], [-3.039, 0.667, 3.501], [-0.058, -0.102, -0.256], [2.095, 0.932, 1.204], [2.329, 0.953, -3.083], [2.402, -0.762, -0.834], [0.624, 0.755, 0.140], [-1.308, 0.990, 3.298]],
  "homo_ev": -13.38,
  "multiplicity": 1,
  "total_charge": 1,
  "e_above_lowest_kcal_mol": 63.27,
  "e_tot_ha": -370.49415
}

{
  "formula": "C7H15NO2",
  "method": "the ωB97M-V functional and the def2-TZVPD basis",
  "species": ["H", "H", "H", "H", "C", "H", "H", "H", "C", "H", "H", "C", "H", "C", "N", "C", "O", "H", "H", "H", "H", "H", "C", "O", "C"],
  "coordinates": [[-1.925, -0.903, 0.801], [0.335, 0.597, 2.134], [-0.904, 2.218, 0.996], [-0.916, -1.301, 2.202], [1.148, 0.414, 1.437], [2.195, 0.821, -1.103], [1.818, -0.318, 1.882], [-1.255, 2.739, -0.660], [-0.404, 0.801, -0.520], [1.516, -0.649, -1.815], [2.631, -0.764, -0.452], [-0.544, 2.207, -0.031], [-0.780, -1.599, -1.434], [-1.163, -1.579, 1.183], [-1.087, 0.312, -1.471], [0.077, -1.555, 0.283], [-0.187, -2.188, -0.941], [-1.570, -2.587, 1.189], [0.863, -2.164, 0.748], [1.705, 1.338, 1.305], [-2.399, 0.594, -2.792], [0.417, 2.716, -0.064], [1.824, -0.178, -0.886], [-2.036, 1.143, -2.084], [0.641, -0.114, 0.093]],
  "atomic_forces_ev_per_a": [[-0.116, 0.042, -0.001], [-0.039, 0.043, 0.142], [0.031, 0.016, 0.070], [-0.022, 0.058, 0.173], [-0.193, -0.053, -0.155], [0.098, 0.131, -0.012], [0.070, -0.070, 0.037], [0.060, 0.079, 0.089], [-0.352, 0.523, -0.071], [0.026, 0.004, -0.045], [0.143, -0.059, 0.052], [-0.291, 0.080, -0.334], [0.092, 0.009, 0.026], [0.312, -0.114, -0.152], [-0.200, -0.544, -0.515], [-0.152, 0.235, 0.394], [-0.117, -0.346, -0.357], [-0.031, -0.059, 0.024], [0.011, 0.171, 0.022], [0.058, 0.095, 0.040], [0.214, 0.006, 0.250], [0.063, 0.041, 0.053], [-0.195, -0.030, 0.048], [0.224, 0.263, 0.374], [0.303, -0.523, -0.152]],
  "smiles": "C/C(=N\\O)C(C)(C)[C@@H](C)O",
  "homo_ev": -9.54,
  "multiplicity": 1,
  "e_above_lowest_kcal_mol": 49.90,
  "e_tot_ha": -480.90595
}

{
  "formula": "CH4ClNO2S",
  "method": "the ωB97M-V functional and the def2-TZVPD basis",
  "species": ["H", "Cl", "N", "O", "S", "H", "O", "H", "H", "C"],
  "coordinates": [[-1.132, -1.163, 0.339], [-0.804, 0.151, -2.246], [0.793, 2.245, -0.317], [0.595, -0.288, 0.386], [-0.075, 1.035, -0.141], [1.713, 2.343, -0.831], [-1.280, 1.353, 0.536], [-0.061, -1.824, 1.608], [0.398, -2.313, 0.045], [-0.147, -1.538, 0.621]],
  "atomic_forces_ev_per_a": [[-0.384, -1.654, -0.023], [0.757, 0.738, 1.975], [1.323, -0.889, -0.723], [1.248, 0.884, 0.113], [0.215, 0.680, -1.740], [-1.706, -0.895, 0.816], [-0.591, -0.883, 0.189], [0.037, 0.004, 2.358], [-0.988, 0.601, -0.250], [0.089, 1.415, -2.716]],
  "smiles": "CO[S@](=N)(=O)Cl",
  "homo_ev": -10.78,
  "multiplicity": 1,
  "e_above_lowest_kcal_mol": 32.15,
  "e_tot_ha": -1104.01583
}

{
  "formula": "C5H10O2",
  "method": "the ωB97M-V functional and the def2-TZVPD basis",
  "species": ["C", "C", "O", "C", "H", "O", "C", "H", "H", "H", "H", "H", "C", "H", "H", "H", "H"],
  "coordinates": [[-0.550, 0.256, -1.065], [0.881, -0.690, 1.176], [-0.098, -0.908, -1.344], [1.777, -1.330, -0.925], [-0.193, 1.137, -1.618], [0.159, 0.340, 1.255], [-1.299, 0.413, 0.101], [2.168, -2.057, -0.210], [2.349, -0.403, -0.970], [-1.764, -0.497, 0.475], [-3.009, 1.714, 0.221], [1.955, -0.553, 1.289], [-1.944, 1.706, 0.481], [0.453, -1.675, 1.392], [1.685, -1.782, -1.903], [-1.462, 2.551, -0.019], [-1.858, 1.839, 1.562]],
  "atomic_forces_ev_per_a": [[0.013, -0.052, 0.026], [-0.088, 0.198, 0.394], [0.163, 0.108, 0.125], [0.124, -0.037, -0.185], [-0.055, -0.135, 0.112], [0.378, -0.266, 0.025], [-0.396, 0.051, -0.376], [-0.168, 0.190, -0.103], [-0.129, -0.108, 0.094], [0.149, 0.121, 0.029], [0.191, -0.093, 0.043], [-0.137, 0.012, -0.134], [0.066, 0.039, -0.008], [0.003, 0.006, -0.124], [-0.033, 0.036, 0.095], [-0.039, -0.114, 0.086], [-0.045, 0.045, -0.100]],
  "homo_ev": [-7.56, -7.56],
  "multiplicity": 1,
  "e_above_lowest_kcal_mol": 150.28,
  "e_tot_ha": -346.78595
}

{
  "formula": "C3H8NO",
  "method": "the ωB97M-V functional and the def2-TZVPD basis",
  "species": ["H", "O", "C", "H", "H", "H", "N", "H", "C", "H", "H", "H", "C"],
  "coordinates": [[0.227, 1.327, -1.021], [-2.042, 0.567, -0.689], [-1.611, -0.129, 0.169], [-0.122, 2.156, 0.342], [0.113, -0.190, 1.505], [1.432, 1.461, 0.091], [0.416, 1.357, -0.010], [0.842, -2.119, 0.362], [0.783, -1.193, -0.207], [0.378, -1.432, -1.191], [1.760, -0.784, -0.486], [-2.114, -0.961, 0.713], [-0.060, -0.059, 0.424]],
  "atomic_forces_ev_per_a": [[0.487, 0.610, -0.154], [-0.452, -0.228, 0.595], [0.798, -0.669, -0.724], [0.287, 0.043, 0.528], [-0.630, 0.585, -0.032], [0.013, 0.197, 0.389], [-0.884, -1.798, -1.317], [-0.020, 0.302, 0.359], [-0.937, 0.632, -1.636], [-0.111, -0.299, -0.168], [0.172, -0.075, 0.560], [-0.475, 0.173, -0.021], [1.752, 0.528, 1.621]],
  "homo_ev": [-22.98, -23.12],
  "multiplicity": 2,
  "total_charge": 2,
  "e_above_lowest_kcal_mol": 29.35,
  "e_tot_ha": -248.26204,
  "s2": 0.758
}